--- w ---
C3H8FNO2Si | wB97M-V/def2-TZVPD

Element x y z (Å)
1 Si -3.02530 0.12206 -0.39201
2 F -1.86122 -2.00107 1.23732
3 O 0.67671 -0.77424 0.71119
4 O -0.16490 1.28525 -0.03786
5 N -1.52868 -0.27575 0.48549
6 C -0.26370 0.07491 0.29572
7 C 2.01518 -0.24362 0.67125
8 C 2.39815 0.34606 -0.64780
9 H 1.66670 1.24650 -0.92851
10 H 2.16877 0.31613 1.56370
11 H 2.21597 -0.31506 -1.54507
12 H 2.46425 -1.26364 0.84044
13 H -3.77254 -1.00323 -0.44004
14 H -2.55966 0.53260 -1.63449
15 H 3.31192 0.73842 -0.66733
16 H -3.74165 1.21467 0.48798

The value obtained for the HOMO energy (spin up / spin down) is -10.618 / -10.639 eV. The molar mass is 137.19 g/mol. The calculation puts the HOMO-LUMO gap (spin up / spin down) at 8.4180 / 8.5088 eV. The calculation puts the lowest unoccupied orbital energy (spin up / spin down) at -0.0809 / -0.0783 Eh.

Partial atomic charges computed with the natural (NBO) method, in multiples of e: number 1, Si, carries 1.106; number 2, F, carries -0.370; number 3, O, carries -0.460; number 4, O, carries -0.583; number 5, N, carries -0.376; number 6, C, carries 0.823; number 7, C, carries -0.077; number 8, C, carries -0.660; number 9, H, carries 0.252; number 10, H, carries 0.198; number 11, H, carries 0.218; number 12, H, carries 0.203; number 13, H, carries -0.169; number 14, H, carries -0.177; number 15, H, carries 0.218; number 16, H, carries -0.147

--- x ---
C3H8FNO2Si | wB97M-V/def2-TZVPD

Element x y z (Å)
1 Si -0.96518 -2.06135 -0.69571
2 F -2.24758 2.71598 0.51509
3 O -0.19669 1.47862 -0.29341
4 O -1.30208 -0.41281 -0.24105
5 N -2.39997 1.46287 0.14488
6 C 1.03433 0.75083 -0.35571
7 C 1.75594 0.45037 0.97836
8 C -1.32416 0.86394 -0.11940
9 H 1.58274 1.46054 -1.00907
10 H -1.20659 -2.37518 -2.04756
11 H 0.38610 -2.04135 -0.21791
12 H 0.99348 0.15911 1.61886
13 H -1.73052 -2.88829 0.27721
14 H 0.82802 -0.18717 -0.81788
15 H 2.27655 -0.56909 0.82054
16 H 2.51561 1.19300 1.44276

The value obtained for the HOMO energy is -9.031 eV. The molar mass is 137.19 g/mol. The calculation puts the HOMO-LUMO gap at 9.4086 eV. The calculation puts the lowest unoccupied orbital energy at 0.0139 Eh. As for the structure (SMILES): CCO/C(=N\F)O[SiH3].

Partial atomic charges computed with the natural (NBO) method, in multiples of e: number 1, Si, carries 1.233; number 2, F, carries -0.228; number 3, O, carries -0.491; number 4, O, carries -0.854; number 5, N, carries -0.178; number 6, C, carries -0.071; number 7, C, carries -0.646; number 8, C, carries 0.757; number 9, H, carries 0.204; number 10, H, carries -0.181; number 11, H, carries -0.211; number 12, H, carries 0.218; number 13, H, carries -0.173; number 14, H, carries 0.176; number 15, H, carries 0.214; number 16, H, carries 0.233

Stability, descending: x, w

--- w ---
C3H7O | wB97M-V/def2-TZVPD

Element x y z (Å)
1 O -2.11418 0.42658 -0.34277
2 C 0.53756 -0.23920 1.41009
3 C 0.87053 0.01029 -1.15742
4 C 1.15568 -0.36322 0.15163
5 H -1.54391 -0.06169 -0.97156
6 H 2.09354 -0.92884 0.25930
7 H -1.43783 0.48266 0.36626
8 H -0.03099 0.64787 1.63295
9 H 0.15840 0.78871 -1.30911
10 H 1.59337 -0.15336 -1.95381
11 H 0.89597 -0.82170 2.24777

The value obtained for the HOMO energy is -1.338 eV. Its total charge is -1. The molar mass is 59.09 g/mol. The calculation puts the HOMO-LUMO gap at 6.2206 eV. The calculation puts the lowest unoccupied orbital energy at 0.1794 Eh.

Partial atomic charges computed with the natural (NBO) method, in multiples of e: number 1, O, carries -0.991; number 2, C, carries -0.814; number 3, C, carries -0.787; number 4, C, carries -0.171; number 5, H, carries 0.481; number 6, H, carries 0.152; number 7, H, carries 0.485; number 8, H, carries 0.148; number 9, H, carries 0.159; number 10, H, carries 0.168; number 11, H, carries 0.171

--- x ---
C3H7O | wB97M-V/def2-TZVPD

Element x y z (Å)
1 O -0.52432 2.50975 0.41255
2 C 1.24481 -0.72275 0.49926
3 C 0.09202 -1.28920 0.04588
4 C -0.76190 -1.07748 -1.09678
5 H -0.61567 -0.10727 -1.57336
6 H 1.77246 -1.22610 1.30673
7 H -0.12181 -2.27791 0.46658
8 H -0.63600 1.92655 1.18392
9 H 1.67805 0.22234 0.18407
10 H -0.99777 -1.99180 -1.62153
11 H -0.20548 1.96326 -0.29747

The value obtained for the HOMO energy is -0.997 eV. Its total charge is -1. The molar mass is 59.09 g/mol. The calculation puts the HOMO-LUMO gap at 5.6779 eV. The calculation puts the lowest unoccupied orbital energy at 0.1720 Eh.

Partial atomic charges computed with the natural (NBO) method, in multiples of e: number 1, O, carries -0.970; number 2, C, carries -0.732; number 3, C, carries -0.180; number 4, C, carries -0.855; number 5, H, carries 0.139; number 6, H, carries 0.160; number 7, H, carries 0.147; number 8, H, carries 0.480; number 9, H, carries 0.157; number 10, H, carries 0.171; number 11, H, carries 0.484

--- y ---
C3H7O | wB97M-V/def2-TZVPD

Element x y z (Å)
1 O 0.93723 -0.32519 -0.94122
2 C 0.53091 -2.13801 0.54610
3 C 0.86143 -1.55151 -0.64755
4 C -0.85897 2.24162 0.06436
5 H -1.80722 2.38431 -0.44269
6 H 0.32843 -1.56134 1.44714
7 H -0.40020 1.28994 -0.23573
8 H 0.53680 -3.21932 0.67723
9 H 1.07373 -2.29889 -1.44620
10 H -1.04553 2.14487 1.13797
11 H -0.15661 3.03351 -0.15942

The value obtained for the HOMO energy is -2.094 eV. Its total charge is -1. The molar mass is 59.09 g/mol. The calculation puts the HOMO-LUMO gap at 6.5789 eV. The calculation puts the lowest unoccupied orbital energy at 0.1648 Eh.

Partial atomic charges computed with the natural (NBO) method, in multiples of e: number 1, O, carries -0.820; number 2, C, carries -0.778; number 3, C, carries 0.246; number 4, C, carries -0.879; number 5, H, carries 0.186; number 6, H, carries 0.160; number 7, H, carries 0.293; number 8, H, carries 0.156; number 9, H, carries 0.049; number 10, H, carries 0.192; number 11, H, carries 0.194

Stability, descending: y, w, x